(1)
Formula: C3H9NS
Source: OMol25
Level of theory: the ωB97M-V functional and the def2-TZVPD basis

Energy above the lowest of the compared OMol25 structures with the same formula, charge and spin, kJ/mol: 386.0
Strongest force on any atom, hartree/bohr: 0.1043
HOMO-LUMO gap, eV: 4.103
HOMO level, eV: -6.52

Each line ends with the natural charge from an NBO analysis.
Geometry (Å):
C (-3.591, -0.832, -1.093)  0.057
N (-2.262, -0.989, -1.386)  -0.635
H (-4.043, 0.101, -1.341)  0.209
H (-4.088, -1.690, -0.762)  0.200
H (-1.735, -1.630, -0.787)  0.432
H (-1.649, -0.147, -1.409)  0.451
C (2.450, 1.242, 1.704)  -0.612
C (1.585, -0.024, 1.275)  -0.517
S (0.858, 0.280, -0.385)  -0.564
H (1.748, 1.827, 2.242)  0.197
H (2.981, 1.732, 0.921)  0.210
H (3.173, 1.032, 2.426)  0.191
H (0.852, -0.145, 2.085)  0.189
H (2.201, -0.952, 1.177)  0.191

---

(2)
Formula: C5H9N3
Source: OMol25
Level of theory: the ωB97M-V functional and the def2-TZVPD basis

Energy above the lowest of the compared OMol25 structures with the same formula, charge and spin, kJ/mol: 526.4
Strongest force on any atom, hartree/bohr: 0.1259
HOMO-LUMO gap, eV: 9.306
HOMO level, eV: -8.46

Each line ends with the natural charge from an NBO analysis.
Geometry (Å):
C (-1.323, -0.238, -0.232)  0.430
C (0.525, 1.407, 0.074)  -0.225
C (1.280, 0.067, 0.164)  -0.094
C (0.931, -0.914, -0.871)  -0.458
C (-0.343, -1.306, 0.033)  -0.125
H (-3.332, 0.513, 0.666)  0.343
H (-1.490, 1.726, -0.122)  0.386
H (0.865, 1.948, 1.014)  0.210
H (0.851, 1.776, -0.891)  0.189
H (2.260, 0.553, 0.453)  0.220
H (1.831, -1.588, -0.991)  0.230
H (1.024, -0.446, -1.998)  0.220
H (-0.903, -2.307, 0.123)  0.264
H (0.957, -1.307, 1.597)  0.347
N (-2.624, -0.349, -0.023)  -0.746
N (-0.840, 1.047, -0.218)  -0.608
N (0.331, -0.582, 1.224)  -0.583

---

(3)
Formula: C65H146O49
Source: OMol25
Level of theory: the ωB97M-V functional and the def2-TZVPD basis

Strongest force on any atom, hartree/bohr: 0.0704
HOMO-LUMO gap, eV: 9.793
HOMO level, eV: -9.29

Each line ends with the Löwdin charge.
Geometry (Å):
C (8.632, -0.090, -0.200)  -0.029
O (7.248, -0.309, -0.067)  -0.065
C (6.302, -0.044, -1.042)  -0.581
O (6.473, 0.305, -2.164)  0.126
O (5.163, -0.436, -0.523)  0.009
C (4.059, -0.519, -1.462)  0.031
H (8.997, -0.705, -0.982)  0.073
H (9.043, -0.434, 0.709)  0.085
H (8.703, 0.980, -0.491)  0.120
H (3.466, 0.434, -1.356)  0.110
H (3.457, -1.337, -1.046)  0.094
H (4.465, -0.610, -2.483)  0.086
C (1.182, 6.396, -5.662)  -0.054
O (0.225, 5.559, -5.058)  -0.021
C (0.699, 4.459, -4.395)  -0.587
O (1.858, 4.189, -4.250)  0.141
O (-0.373, 3.765, -4.062)  -0.014
C (-0.041, 2.418, -3.639)  0.006
H (1.896, 6.785, -4.965)  0.090
H (0.594, 7.108, -6.164)  0.077
H (1.687, 5.767, -6.452)  0.117
H (0.544, 2.107, -4.523)  0.101
H (-0.988, 1.898, -3.625)  0.084
H (0.571, 2.373, -2.789)  0.074
C (4.972, 4.273, 3.432)  -0.068
O (4.122, 3.889, 2.365)  0.013
C (4.834, 3.181, 1.460)  -0.645
O (6.012, 3.071, 1.554)  0.133
O (4.144, 2.814, 0.413)  0.011
C (2.707, 3.048, 0.186)  0.005
H (5.529, 5.182, 3.300)  0.092
H (5.674, 3.548, 3.788)  0.087
H (4.403, 4.453, 4.329)  0.088
H (2.634, 2.744, -0.919)  0.103
H (2.275, 4.049, 0.233)  0.086
H (2.151, 2.358, 0.837)  0.079
C (-2.615, 1.332, -6.700)  -0.044
O (-3.517, 2.193, -5.989)  -0.004
C (-3.670, 1.899, -4.688)  -0.616
O (-3.246, 0.843, -4.233)  0.079
O (-4.410, 2.846, -4.150)  0.028
C (-4.813, 2.479, -2.789)  0.006
H (-2.697, 1.761, -7.739)  0.133
H (-2.868, 0.327, -6.515)  0.052
H (-1.625, 1.428, -6.280)  0.072
H (-3.906, 2.474, -2.163)  0.096
H (-5.439, 1.605, -2.805)  0.094
H (-5.389, 3.329, -2.438)  0.085
C (1.513, -6.955, 3.929)  0.020
O (0.728, -5.750, 3.570)  -0.004
C (-0.405, -5.640, 4.225)  -0.651
O (-0.896, -6.511, 4.898)  0.117
O (-1.030, -4.504, 3.945)  -0.015
C (-2.308, -4.307, 4.511)  -0.030
H (1.503, -7.172, 4.966)  0.082
H (2.481, -6.666, 3.509)  0.095
H (1.076, -7.821, 3.429)  0.097
H (-2.255, -4.303, 5.590)  0.088
H (-2.961, -5.120, 4.144)  0.106
H (-2.617, -3.323, 4.119)  0.095
C (-4.561, -1.673, -0.972)  -0.047
O (-5.456, -2.653, -0.470)  0.017
C (-5.416, -2.707, 0.862)  -0.566
O (-4.667, -2.122, 1.622)  0.098
O (-6.460, -3.478, 1.274)  -0.034
C (-6.584, -3.698, 2.707)  -0.035
H (-3.553, -1.741, -0.559)  0.064
H (-4.875, -0.675, -0.602)  0.096
H (-4.519, -1.800, -2.050)  0.108
H (-6.816, -2.702, 3.116)  0.074
H (-5.636, -4.008, 3.235)  0.101
H (-7.474, -4.355, 2.789)  0.103
C (0.482, 1.623, 4.182)  -0.040
O (-0.893, 1.925, 4.060)  -0.019
C (-1.559, 2.415, 5.093)  -0.632
O (-1.019, 2.547, 6.154)  0.127
O (-2.810, 2.667, 4.703)  -0.014
C (-3.677, 3.220, 5.719)  -0.016
H (0.864, 1.295, 3.209)  0.080
H (0.644, 0.701, 4.782)  0.095
H (1.049, 2.466, 4.525)  0.089
H (-4.686, 2.961, 5.413)  0.080
H (-3.407, 4.282, 5.819)  0.104
H (-3.540, 2.749, 6.703)  0.099
C (-0.052, -3.102, 7.343)  -0.036
O (-0.072, -2.389, 6.089)  -0.012
C (0.957, -2.714, 5.309)  -0.667
O (1.808, -3.514, 5.594)  0.129
O (0.888, -1.968, 4.218)  -0.007
C (2.022, -2.069, 3.217)  0.074
H (-0.801, -2.578, 7.952)  0.099
H (0.926, -3.177, 7.799)  0.090
H (-0.399, -4.156, 7.232)  0.099
H (1.737, -1.339, 2.472)  0.079
H (2.072, -3.023, 2.697)  0.069
H (2.915, -1.819, 3.721)  0.069
C (4.379, 2.603, -3.672)  0.022
O (3.155, 1.827, -3.522)  -0.026
C (3.089, 0.684, -4.131)  -0.662
O (2.128, -0.023, -4.140)  0.121
O (4.254, 0.350, -4.744)  -0.032
C (4.203, -0.887, -5.447)  -0.019
H (5.223, 2.096, -3.278)  0.072
H (4.097, 3.413, -3.032)  0.085
H (4.331, 2.842, -4.746)  0.117
H (3.389, -0.866, -6.222)  0.098
H (4.060, -1.696, -4.781)  0.063
H (5.177, -1.023, -5.923)  0.083
C (5.651, -0.245, 2.731)  0.009
O (4.692, 0.620, 3.374)  0.039
C (4.372, 0.273, 4.568)  -0.653
O (4.826, -0.736, 5.097)  0.086
O (3.492, 1.063, 5.170)  -0.009
C (2.977, 0.596, 6.422)  -0.013
H (6.417, -0.580, 3.385)  0.092
H (6.057, 0.294, 1.901)  0.067
H (5.121, -1.141, 2.404)  0.096
H (2.778, -0.451, 6.371)  0.080
H (2.137, 1.282, 6.638)  0.109
H (3.813, 0.668, 7.088)  0.092
C (-1.526, -0.851, 1.654)  -0.028
O (-1.174, -0.687, 0.288)  -0.037
C (0.052, -0.146, 0.084)  -0.641
O (0.700, 0.353, 0.979)  0.098
O (0.379, -0.025, -1.165)  0.013
C (-0.158, -0.993, -2.100)  0.011
H (-2.562, -1.272, 1.624)  0.082
H (-1.555, 0.038, 2.290)  0.083
H (-0.881, -1.568, 2.136)  0.085
H (-1.245, -1.111, -1.860)  0.103
H (0.278, -1.982, -1.865)  0.084
H (-0.020, -0.641, -3.098)  0.064
C (-4.381, 5.893, 1.781)  -0.087
O (-3.900, 7.174, 1.353)  -0.236
C (-2.956, 7.938, 2.090)  -0.176
C (-1.598, 7.248, 2.133)  -0.211
O (-1.571, 6.324, 3.221)  -0.195
C (-0.257, 5.822, 3.389)  -0.099
H (-4.907, 5.830, 2.786)  0.106
H (-3.532, 5.219, 1.866)  0.063
H (-5.076, 5.590, 0.988)  0.084
H (-3.372, 7.988, 3.210)  0.164
H (-2.928, 8.956, 1.695)  0.119
H (-0.833, 8.019, 2.313)  0.125
H (-1.446, 6.782, 1.206)  0.098
H (0.503, 6.635, 3.449)  0.095
H (-0.014, 5.163, 2.527)  0.091
H (-0.254, 5.234, 4.306)  0.084
C (2.636, -3.548, -3.174)  -0.077
O (1.432, -4.083, -2.628)  -0.202
C (0.585, -4.682, -3.588)  -0.181
C (-0.645, -5.155, -2.818)  -0.210
O (-1.344, -4.007, -2.366)  -0.198
C (-2.398, -4.395, -1.517)  -0.088
H (2.456, -2.794, -3.916)  0.057
H (3.292, -4.287, -3.649)  0.094
H (3.272, -3.121, -2.378)  0.072
H (0.991, -5.527, -4.144)  0.130
H (0.241, -3.922, -4.288)  0.112
H (-0.279, -5.684, -1.916)  0.115
H (-1.300, -5.958, -3.321)  0.151
H (-2.069, -4.931, -0.619)  0.100
H (-3.087, -4.997, -2.080)  0.090
H (-2.850, -3.481, -1.185)  0.052
C (1.117, -3.606, 0.334)  -0.124
O (2.448, -3.549, 0.080)  -0.192
C (3.067, -4.795, 0.378)  -0.178
C (4.543, -4.615, 0.309)  -0.206
O (4.986, -3.835, 1.417)  -0.178
C (6.401, -3.734, 1.423)  -0.104
H (0.583, -4.283, -0.428)  0.103
H (0.660, -2.635, 0.117)  0.084
H (1.062, -3.934, 1.372)  0.074
H (2.669, -5.656, -0.247)  0.156
H (2.854, -4.935, 1.449)  0.116
H (4.810, -4.009, -0.592)  0.131
H (5.119, -5.515, 0.194)  0.115
H (6.997, -4.409, 0.786)  0.085
H (6.742, -3.925, 2.484)  0.109
H (6.659, -2.726, 1.102)  0.066
C (-1.366, 3.063, 0.061)  -0.090
O (-2.331, 4.062, -0.213)  -0.200
C (-1.989, 4.633, -1.516)  -0.165
C (-2.809, 5.902, -1.688)  -0.208
O (-4.123, 5.553, -2.021)  -0.221
C (-5.032, 6.634, -1.986)  -0.085
H (-1.379, 2.264, -0.655)  0.084
H (-1.657, 2.753, 1.078)  0.091
H (-0.401, 3.509, 0.163)  0.071
H (-1.982, 4.001, -2.396)  0.102
H (-0.958, 5.036, -1.393)  0.129
H (-2.390, 6.509, -2.549)  0.145
H (-2.816, 6.485, -0.731)  0.119
H (-4.460, 7.472, -2.417)  0.089
H (-5.355, 6.826, -0.920)  0.093
H (-5.820, 6.313, -2.677)  0.092
C (-2.211, -2.952, -6.049)  -0.086
O (-0.940, -3.049, -6.655)  -0.187
C (-0.173, -1.900, -6.451)  -0.198
C (-0.305, -0.752, -7.510)  -0.173
O (0.378, -0.982, -8.718)  -0.165
C (1.753, -1.025, -8.731)  -0.146
H (-2.727, -3.829, -6.358)  0.088
H (-2.665, -2.045, -6.439)  0.075
H (-2.197, -2.807, -4.985)  0.076
H (0.902, -2.250, -6.359)  0.129
H (-0.531, -1.533, -5.463)  0.116
H (0.087, 0.175, -7.042)  0.118
H (-1.385, -0.565, -7.724)  0.112
H (2.080, -1.215, -9.762)  0.099
H (2.244, -1.802, -8.097)  0.076
H (2.236, -0.158, -8.272)  0.079
C (-7.841, 2.115, 7.598)  -0.115
O (-6.786, 1.566, 6.838)  -0.182
C (-7.115, 0.255, 6.416)  -0.210
C (-5.837, -0.466, 6.116)  -0.211
O (-5.161, 0.126, 5.020)  -0.191
C (-4.180, -0.772, 4.602)  -0.122
H (-7.613, 3.154, 7.922)  0.096
H (-7.964, 1.514, 8.472)  0.076
H (-8.749, 2.303, 7.011)  0.091
H (-7.772, 0.260, 5.526)  0.139
H (-7.616, -0.316, 7.206)  0.124
H (-6.026, -1.504, 5.935)  0.109
H (-5.117, -0.405, 7.001)  0.155
H (-4.707, -1.717, 4.348)  0.077
H (-3.427, -0.920, 5.360)  0.090
H (-3.731, -0.408, 3.654)  0.083
C (-4.324, 2.176, 1.690)  -0.118
O (-5.307, 1.468, 1.039)  -0.179
C (-6.171, 0.891, 2.011)  -0.179
C (-7.269, 0.185, 1.169)  -0.153
O (-7.846, -0.867, 2.004)  -0.213
C (-8.888, -1.492, 1.284)  -0.113
H (-3.427, 1.548, 1.968)  0.096
H (-4.767, 2.693, 2.552)  0.087
H (-3.984, 2.934, 0.952)  0.080
H (-6.586, 1.709, 2.663)  0.140
H (-5.824, 0.070, 2.681)  0.108
H (-6.789, -0.139, 0.254)  0.101
H (-8.087, 0.845, 0.870)  0.124
H (-8.735, -1.417, 0.203)  0.092
H (-9.774, -0.937, 1.500)  0.072
H (-8.997, -2.563, 1.655)  0.105
C (9.059, -2.835, -7.004)  -0.131
O (8.625, -3.220, -5.734)  -0.189
C (7.582, -2.345, -5.295)  -0.193
C (7.201, -2.444, -3.797)  -0.211
O (6.495, -3.573, -3.339)  -0.208
C (7.402, -4.708, -3.184)  -0.064
H (8.308, -2.997, -7.824)  0.098
H (9.955, -3.378, -7.240)  0.082
H (9.176, -1.736, -7.029)  0.087
H (6.668, -2.469, -5.950)  0.126
H (7.936, -1.319, -5.354)  0.120
H (6.639, -1.593, -3.466)  0.092
H (8.172, -2.435, -3.277)  0.117
H (7.674, -5.022, -4.230)  0.094
H (6.899, -5.505, -2.653)  0.072
H (8.320, -4.306, -2.631)  0.107

---

(4)
Formula: C5H8O
Source: OMol25
Level of theory: the ωB97M-V functional and the def2-TZVPD basis

Energy above the lowest of the compared OMol25 structures with the same formula, charge and spin, kJ/mol: 213.1
SMILES: CCC#CCO
Strongest force on any atom, hartree/bohr: 0.0124
HOMO-LUMO gap, eV: 10.446
HOMO level, eV: -9.53

Each line ends with the natural charge from an NBO analysis.
Geometry (Å):
C (-2.232, 0.899, -0.241)  -0.587
C (-1.482, -0.391, -0.550)  -0.473
C (-0.035, -0.280, -0.436)  0.014
C (1.135, -0.330, -0.162)  -0.069
C (2.486, -0.617, 0.299)  -0.128
O (2.964, 0.237, 1.322)  -0.707
H (-1.879, 1.735, -0.852)  0.212
H (-3.295, 0.745, -0.440)  0.210
H (-2.097, 1.153, 0.813)  0.209
H (-1.755, -1.141, 0.210)  0.228
H (-1.741, -0.737, -1.558)  0.229
H (3.175, -0.591, -0.554)  0.192
H (2.426, -1.632, 0.712)  0.195
H (2.330, 0.951, 1.437)  0.476

---

(5)
Formula: C3H6NO2S
Source: OMol25
Level of theory: the ωB97M-V functional and the def2-TZVPD basis

Energy above the lowest of the compared OMol25 structures with the same formula, charge and spin, kJ/mol: 47.5
SMILES: N[C@H](CS)C(=O)[O-]
Total charge: -1
Strongest force on any atom, hartree/bohr: 0.0532
HOMO-LUMO gap, eV: 7.404
HOMO level, eV: -4.01

Each line ends with the natural charge from an NBO analysis.
Geometry (Å):
N (1.061, 0.075, -0.963)  -0.864
C (-0.186, -0.277, -0.288)  -0.201
C (-0.569, 0.859, 0.683)  -0.460
S (-0.525, 2.550, -0.115)  -0.184
C (-0.075, -1.640, 0.697)  0.782
O (0.691, -2.505, 0.285)  -0.766
O (-0.826, -1.534, 1.684)  -0.775
H (1.251, -0.569, -1.740)  0.351
H (1.819, -0.377, -0.437)  0.362
H (-0.981, -0.403, -1.027)  0.178
H (-1.620, 0.755, 0.921)  0.221
H (0.001, 0.952, 1.595)  0.211
H (-0.041, 2.114, -1.294)  0.144

---

(6)
Formula: H24O12Xe
Source: OMol25
Level of theory: the ωB97M-V functional and the def2-TZVPD basis

Energy above the lowest of the compared OMol25 structures with the same formula, charge and spin, kJ/mol: 125.5
Strongest force on any atom, hartree/bohr: 0.0186
HOMO-LUMO gap, eV: 9.711
HOMO level, eV: -10.00

Each line ends with the natural charge from an NBO analysis.
Geometry (Å):
Xe (0.134, -0.061, 0.189)  0.004
O (4.094, 1.427, 1.044)  -0.961
H (3.772, 0.549, 0.841)  0.487
H (3.703, 1.637, 1.892)  0.454
O (2.273, 3.304, -1.783)  -0.948
H (2.402, 2.815, -2.596)  0.458
H (1.341, 3.206, -1.589)  0.480
O (-1.183, 3.374, 2.228)  -0.951
H (-0.510, 3.887, 1.780)  0.470
H (-1.816, 3.158, 1.542)  0.481
O (1.892, -3.026, 0.249)  -0.975
H (2.569, -3.675, 0.057)  0.485
H (1.119, -3.340, -0.219)  0.503
O (-3.023, -2.012, -0.338)  -0.946
H (-3.640, -2.615, 0.077)  0.484
H (-3.326, -1.943, -1.243)  0.481
O (-2.043, 0.353, 3.747)  -0.949
H (-1.204, 0.793, 3.605)  0.482
H (-2.528, 0.943, 4.324)  0.468
O (-0.404, -1.136, -3.658)  -0.936
H (-0.210, -1.144, -4.595)  0.469
H (-0.372, -0.210, -3.414)  0.467
O (-2.912, 1.827, -0.362)  -0.949
H (-2.574, 0.935, -0.291)  0.488
H (-3.273, 1.877, -1.248)  0.462
O (-0.906, -3.679, -1.210)  -0.963
H (-1.499, -3.006, -0.875)  0.492
H (-0.915, -4.361, -0.539)  0.460
O (0.545, -2.086, 3.101)  -0.943
H (0.829, -2.240, 2.200)  0.474
H (-0.358, -2.404, 3.126)  0.466
O (3.755, -1.047, -0.036)  -0.966
H (3.032, -1.646, 0.151)  0.492
H (3.739, -0.941, -0.987)  0.473
O (-0.513, 3.274, -1.706)  -0.958
H (-1.422, 2.982, -1.770)  0.485
H (-0.568, 4.229, -1.694)  0.479

---

Question: Which value of HOMO level does entry 1 give?
Answer: -6.52 eV

---

Question: Number 1 is which compound?
Answer: C3H9NS

---

Question: HOMO-LUMO gap of number 6 (H24O12Xe)?
Answer: 9.711 eV

---

Question: Among the records above, which one has the lowest strongest force on any atom?
Answer: C5H8O